Entry 1:
The following is a DFT calculation (ωB97M-V with the def2-TZVPD basis set) of a single C3H8N2O molecule in a non-equilibrium geometry.

The geometry in XYZ format:
```
14
Properties=species:S:1:pos:R:3:forces:R:3
N -2.470 -0.605 -0.065 -0.65 -0.49 1.03
N -1.053 -0.542 -0.202 -0.94 0.81 0.82
C -0.583 0.628 -0.371 -2.37 0.15 -0.04
C 0.802 0.977 -0.238 3.57 1.04 -0.60
C 1.643 -0.176 0.340 -0.40 -0.43 2.05
O 1.746 -1.340 -0.456 -2.03 -0.31 0.11
H -2.985 0.199 0.562 2.02 -2.99 -1.82
H -2.649 -1.640 0.171 -0.21 2.77 -0.02
H -1.289 1.464 -0.524 0.11 -0.23 0.14
H 1.298 1.245 -1.233 -0.84 -0.07 1.02
H 0.902 1.924 0.423 -0.15 -1.53 -0.95
H 2.669 0.056 0.625 -0.08 0.63 -0.31
H 1.139 -0.454 1.320 0.51 0.26 -0.85
H 0.830 -1.735 -0.352 1.43 0.39 -0.59
```
Forces are in eV/Å.

## Properties
E_tot ... -8266.1964 eV
Relative energy (zero: lowest compared OMol25 entry of this formula, charge and spin) ... 72.2 kcal/mol
Highest occupied orbital energy ... -8.88 eV
LUMO level ... 1.0 eV
Net charge ... 0
SMILES ... N/N=C/CCO
Kohn-Sham gap ... 9.8 eV

natural (NBO) population analysis, charges in e, atoms 1 to 6: -0.699 -0.279 0.058 -0.489 -0.062 -0.724

***

Entry 2:
The following is a DFT calculation (ωB97M-V with the def2-TZVPD basis set) of a single C3H8N2O molecule in a non-equilibrium geometry.

The geometry in XYZ format:
```
14
Properties=species:S:1:pos:R:3:forces:R:3
C -0.730 0.157 1.138 -0.54 -0.70 -2.78
C 0.413 0.375 0.210 -1.60 -1.49 -1.57
C 1.785 -0.192 0.247 -0.57 -0.44 -0.36
N -1.430 -1.005 0.438 0.87 0.27 0.25
N 0.023 0.886 -1.035 1.44 0.26 0.28
O -2.298 -0.573 -0.593 1.25 -0.29 -0.86
H -0.588 -0.149 2.135 0.67 -0.28 1.09
H -1.240 1.073 1.051 -1.49 1.08 0.43
H 1.963 -0.301 1.283 1.04 0.20 1.19
H 2.359 0.649 -0.224 0.44 -1.41 0.34
H 1.907 -1.282 -0.122 -0.14 1.99 -0.26
H -0.888 0.654 -1.413 -0.18 0.17 0.33
H 0.779 0.844 -1.722 -0.65 -0.04 0.25
H -2.054 -1.137 -1.394 -0.55 0.67 1.66
```
Forces are in eV/Å.

## Properties
E_tot ... -8263.7280 eV
Relative energy (zero: lowest compared OMol25 entry of this formula, charge and spin) ... 129.1 kcal/mol
Highest occupied orbital energy (alpha / beta) ... -8.22 / -6.66 eV
LUMO level (alpha / beta) ... 0.8 / 0.6 eV
Net charge ... 0
Kohn-Sham gap (alpha / beta) ... 9.0 / 7.3 eV

natural (NBO) population analysis, charges in e, atoms 1 to 6: -0.353 0.275 -0.687 -0.160 -0.816 -0.597

***

Entry 3:
The following is a DFT calculation (ωB97M-V with the def2-TZVPD basis set) of a single C3H8N2O molecule in a non-equilibrium geometry.

The geometry in XYZ format:
```
14
Properties=species:S:1:pos:R:3:forces:R:3
N -0.360 1.082 1.691 0.31 -1.95 -2.02
C 0.454 0.043 0.980 -1.02 3.33 -1.04
C -0.273 -0.443 -0.241 -0.99 0.01 0.42
C -0.029 0.348 -1.433 0.61 -1.02 -5.39
N 0.972 -0.251 -2.672 -2.68 2.11 4.74
O 1.096 0.259 -3.799 0.07 -0.39 0.64
H -0.028 1.976 1.562 0.61 2.23 0.21
H -0.561 0.797 2.610 0.08 0.25 1.13
H 0.261 -0.711 1.620 1.19 -3.05 2.27
H 1.477 0.340 0.625 -0.58 -0.39 1.27
H 0.039 -1.444 -0.348 0.61 -1.49 -0.62
H -1.348 -0.534 0.059 0.65 0.36 -0.64
H -0.905 0.727 -1.966 0.34 0.48 0.20
H 1.763 -0.502 -2.061 0.80 -0.47 -1.18
```
Forces are in eV/Å.

## Properties
E_tot ... -8262.6863 eV
Relative energy (zero: lowest compared OMol25 entry of this formula, charge and spin) ... 153.1 kcal/mol
Highest occupied orbital energy (alpha / beta) ... -8.87 / -8.78 eV
LUMO level (alpha / beta) ... -0.3 / 0.3 eV
Net charge ... 0
SMILES ... NCC/C=[NH+]/[O-]
Kohn-Sham gap (alpha / beta) ... 8.6 / 9.0 eV

natural (NBO) population analysis, charges in e, atoms 1 to 6: -0.854 -0.210 -0.537 -0.013 -0.092 -0.352

***

Entry 4:
The following is a DFT calculation (ωB97M-V with the def2-TZVPD basis set) of 2 unconnected molecules or ions with the total composition C3H8N2O2 in a non-equilibrium geometry.

The geometry in XYZ format:
```
15
Properties=species:S:1:pos:R:3:forces:R:3
H 1.837 -2.064 -1.768 -0.53 -0.09 -0.35
N 1.515 -1.109 -1.602 0.32 0.15 0.15
C 0.641 -1.018 -0.688 2.45 0.54 0.90
N 0.011 -2.004 0.007 -0.20 0.21 0.32
C 0.615 0.546 0.077 -1.41 -3.18 -2.02
C -0.727 0.510 -0.522 -1.33 2.78 2.68
O -1.726 0.133 0.128 0.99 0.00 -1.33
H 0.113 -2.958 -0.304 -0.12 0.17 -0.12
H -0.868 -1.737 0.438 0.14 -0.17 -0.01
H 1.361 1.162 -0.414 -0.09 -0.27 0.15
H 0.656 0.339 1.142 0.06 0.18 -0.26
H -0.831 1.095 -1.447 -0.07 -0.79 -0.49
O -0.625 2.440 1.365 -0.64 0.09 0.22
H -1.433 1.882 1.330 0.67 0.43 0.24
H -0.539 2.782 2.260 -0.23 -0.04 -0.07
```
Forces are in eV/Å.

## Properties
E_tot ... -10314.1032 eV
Relative energy (zero: lowest compared OMol25 entry of this formula, charge and spin) ... 65.7 kcal/mol
Highest occupied orbital energy ... -9.31 eV
LUMO level ... 0.6 eV
Net charge ... 0
SMILES ... [H]/N=C(\N)CC=O.O
Kohn-Sham gap ... 9.9 eV

natural (NBO) population analysis, charges in e, atoms 1 to 6: 0.337 -0.698 0.447 -0.842 -0.437 0.371

***

Entry 5:
The following is a DFT calculation (ωB97M-V with the def2-TZVPD basis set) of a single C3H8N2O2 molecule.

The geometry in XYZ format:
```
15
Properties=species:S:1:pos:R:3:forces:R:3
N -2.129 1.312 -0.117 0.08 0.09 0.11
C -1.249 0.266 -0.158 -0.14 0.00 -0.11
O -1.504 -0.801 0.375 0.07 0.21 0.18
N -0.092 0.562 -0.892 -0.03 -0.23 0.21
C 1.098 -0.285 -0.701 0.05 -0.16 -0.06
C 1.438 -0.538 0.774 0.27 0.25 -0.13
O 0.808 -1.674 1.298 -0.03 -0.12 0.10
H -2.776 1.236 0.651 -0.26 0.05 -0.20
H -1.748 2.230 -0.289 -0.04 -0.15 0.08
H -0.372 0.653 -1.859 0.30 0.33 -0.20
H 1.931 0.243 -1.184 -0.20 -0.09 0.09
H 0.990 -1.266 -1.177 0.01 0.05 -0.02
H 1.221 0.371 1.364 -0.02 -0.14 -0.12
H 2.515 -0.720 0.861 -0.14 0.08 -0.09
H -0.131 -1.588 1.055 0.10 -0.18 0.16
```
Forces are in eV/Å.

## Properties
E_tot ... -10316.3729 eV
Relative energy (zero: lowest compared OMol25 entry of this formula, charge and spin) ... 13.4 kcal/mol
Highest occupied orbital energy ... -9.74 eV
LUMO level ... 0.8 eV
Net charge ... 0
SMILES ... NC(=O)NCCO
Kohn-Sham gap ... 10.5 eV

natural (NBO) population analysis, charges in e, atoms 1 to 6: -0.823 0.794 -0.653 -0.680 -0.252 -0.075

***

Entry 6:
The following is a DFT calculation (ωB97M-V with the def2-TZVPD basis set) of a molecular structure, C3H8N2O2 in a non-equilibrium geometry.

The geometry in XYZ format:
```
15
Properties=species:S:1:pos:R:3:forces:R:3
C -2.186 -0.107 0.325 -6.44 -3.43 0.41
C -1.309 1.020 0.312 3.17 2.61 -1.78
C 0.783 0.733 -0.404 3.49 3.02 -1.23
H -1.041 -1.800 -0.315 -3.24 2.98 -0.98
H -2.320 -0.563 1.402 0.47 0.90 -1.96
H -3.308 0.070 -0.070 2.35 0.26 1.23
H -1.284 1.674 -0.681 -0.46 -1.77 1.42
H -1.298 1.905 1.013 -0.66 -1.68 0.30
H 0.687 2.012 -1.004 0.30 -4.28 1.43
H 2.876 0.478 -0.904 -0.34 1.09 -0.61
H 2.062 -0.861 1.375 1.21 0.97 -3.39
N -0.027 0.227 0.379 -1.61 2.14 0.56
N 2.020 0.150 -0.513 1.16 -1.06 0.77
O -1.883 -1.173 -0.634 3.12 -1.64 1.69
O 2.627 -0.756 0.475 -2.52 -0.11 2.14
```
Forces are in eV/Å.

## Properties
E_tot ... -10310.1405 eV
Relative energy (zero: lowest compared OMol25 entry of this formula, charge and spin) ... 157.1 kcal/mol
Highest occupied orbital energy ... -8.87 eV
LUMO level ... 0.8 eV
Net charge ... 0
Kohn-Sham gap ... 9.6 eV

natural (NBO) population analysis, charges in e, atoms 1 to 6: -0.084 -0.287 0.297 0.480 0.180 0.191

***

Entry 7:
The following is a DFT calculation (ωB97M-V with the def2-TZVPD basis set) of a single C3H8N2O2 molecule.

The geometry in XYZ format:
```
15
Properties=species:S:1:pos:R:3:forces:R:3
N 1.855 0.435 -0.941 0.06 0.07 0.19
C 0.487 0.516 -0.552 0.06 -0.16 0.06
O -0.065 1.662 -1.122 -0.11 0.11 0.07
N -0.208 -0.684 -0.934 0.08 -0.05 0.03
C -1.247 -0.880 0.064 -0.18 -0.04 0.07
C -0.626 -0.316 1.347 -0.12 -0.24 0.09
O 0.271 0.681 0.882 0.16 -0.04 -0.08
H 2.292 1.347 -0.876 -0.06 -0.08 -0.01
H 2.365 -0.225 -0.364 -0.05 0.10 -0.01
H -0.472 2.112 -0.369 0.02 0.14 -0.25
H 0.442 -1.461 -0.971 -0.06 0.10 -0.02
H -1.534 -1.931 0.140 0.03 0.14 -0.01
H -2.129 -0.299 -0.228 0.09 -0.09 0.09
H -0.066 -1.082 1.902 -0.08 0.04 -0.08
H -1.367 0.126 2.022 0.17 0.01 -0.12
```
Forces are in eV/Å.

## Properties
E_tot ... -10315.8678 eV
Relative energy (zero: lowest compared OMol25 entry of this formula, charge and spin) ... 25.0 kcal/mol
Highest occupied orbital energy ... -9.67 eV
LUMO level ... 0.8 eV
Net charge ... 0
SMILES ... N[C@@]1(O)NCCO1
Kohn-Sham gap ... 10.5 eV

natural (NBO) population analysis, charges in e, atoms 1 to 6: -0.840 0.742 -0.715 -0.626 -0.259 -0.087

***

Entry 8:
The following is a DFT calculation (ωB97M-V with the def2-TZVPD basis set) of a single C3H8N2O2 molecule.

The geometry in XYZ format:
```
15
Properties=species:S:1:pos:R:3:forces:R:3
N 1.773 1.002 0.623 0.18 0.01 0.08
C 1.389 -0.113 -0.114 -0.36 -0.18 -0.04
O 2.430 -0.860 -0.577 0.12 0.20 -0.04
C 0.140 -0.525 -0.338 0.10 0.22 0.00
C -1.122 0.198 0.012 0.26 -0.12 0.12
N -1.889 -0.586 0.949 -0.09 0.02 0.14
O -1.855 0.538 -1.164 -0.20 0.19 -0.20
H 1.005 1.594 0.896 0.09 0.02 0.03
H 2.533 1.531 0.214 -0.15 0.03 -0.06
H 3.239 -0.590 -0.126 -0.08 -0.10 0.06
H 0.015 -1.470 -0.845 0.05 -0.23 -0.03
H -0.928 1.166 0.487 -0.02 -0.10 -0.10
H -2.072 -1.513 0.578 0.03 0.04 0.07
H -2.777 -0.139 1.147 0.00 -0.05 -0.08
H -1.882 -0.234 -1.742 0.06 0.06 0.04
```
Forces are in eV/Å.

## Properties
E_tot ... -10315.4147 eV
Relative energy (zero: lowest compared OMol25 entry of this formula, charge and spin) ... 35.5 kcal/mol
Highest occupied orbital energy ... -8.22 eV
LUMO level ... 0.8 eV
Net charge ... 0
SMILES ... N/C(O)=C\[C@H](N)O
Kohn-Sham gap ... 9.0 eV

natural (NBO) population analysis, charges in e, atoms 1 to 6: -0.842 0.494 -0.673 -0.413 0.220 -0.832